[1]
Entry from the Open Molecules 2025 dataset: a molecular structure, C2H5NO2PSSr (ωB97M-V/def2-TZVPD).

CARTESIAN COORDINATES (ANGSTROEM)
N 1.47790 -0.10543 0.55054
C 0.06338 0.22262 0.74436
P -1.17524 -0.96978 0.13975
S -2.97313 -0.78084 0.78471
C -0.09599 1.48607 -0.11986
O 0.99798 2.02989 -0.44055
O -1.21737 1.72685 -0.52475
H 1.59674 -1.12211 0.56308
H 1.56485 0.28700 -0.35514
H -0.09910 0.41947 1.79026
H -0.72526 -2.24736 0.52808
H -1.04391 -0.83498 -1.29427
Sr 1.62915 -0.11140 -2.36621

Electronic energy, eV: -28690.6338
Total charge: +1
Relative energy (zero: lowest compared OMol25 entry of this formula, charge and spin), eV: 4.488
Highest occupied orbital energy, eV: -11.52


[2]
Entry from the Open Molecules 2025 dataset: 5 unconnected molecules or ions with the total composition C20H55N5O5 (ωB97M-V/def2-TZVPD).

CARTESIAN COORDINATES (ANGSTROEM)
C 5.31664 -4.80699 1.84940
C 4.43818 -4.33167 0.72075
C 3.16797 -3.74200 1.25093
O 2.37069 -3.37343 0.18533
C 1.40255 -2.40560 0.58250
N 5.17013 -3.24355 0.03881
H 4.77648 -5.49217 2.51123
H 5.66691 -3.97407 2.46177
H 6.21495 -5.28404 1.45588
H 4.23928 -5.11151 -0.02122
H 3.41624 -2.93740 1.94822
H 2.64242 -4.55576 1.77662
H 0.80198 -2.79411 1.43499
H 0.65602 -2.23684 -0.19431
H 1.87067 -1.45710 0.87475
H 4.62193 -2.74632 -0.66588
H 5.93671 -3.62219 -0.52183
C -7.24628 -0.49275 0.21754
C -5.81510 -0.48620 -0.35604
C -4.92488 0.44183 0.42328
O -5.40810 1.74484 0.28928
C -4.43900 2.63648 0.69040
N -5.21010 -1.81517 -0.43308
H -7.15988 -0.47899 1.31203
H -7.80289 -1.39119 -0.05581
H -7.88546 0.32682 -0.12460
H -5.84599 -0.03663 -1.35495
H -3.91186 0.46108 -0.01406
H -4.79385 0.16645 1.48442
H -3.47701 2.52694 0.15706
H -4.16715 2.52322 1.75705
H -4.84252 3.63744 0.57490
H -5.56074 -2.45040 -1.12131
H -5.23175 -2.27567 0.47214
C -0.49778 -0.42587 4.00089
C -0.93859 0.77178 3.18064
C -0.04547 0.84303 1.96120
O -0.29378 1.96230 1.17135
C 0.70747 2.01929 0.16147
N -2.33828 0.68827 2.81295
H -1.15786 -0.50463 4.86574
H 0.53220 -0.30633 4.34187
H -0.54195 -1.34897 3.42321
H -0.69874 1.72805 3.68716
H -0.19344 -0.03344 1.29937
H 1.00900 0.82317 2.26478
H 0.87328 1.08041 -0.38318
H 1.65149 2.38446 0.62335
H 0.53374 2.82438 -0.55502
H -2.52648 1.29303 2.01797
H -2.94770 1.02535 3.55290
C 6.17119 -0.38517 2.03113
C 6.37221 0.77023 1.08388
C 5.06278 1.14430 0.40667
O 5.32790 1.86171 -0.74770
C 4.15321 2.11896 -1.54282
N 6.81325 1.92195 1.96348
H 5.97837 -1.33274 1.52824
H 5.35998 -0.15875 2.73100
H 7.08108 -0.46327 2.62606
H 7.20580 0.73028 0.39030
H 4.43009 1.71788 1.09810
H 4.48336 0.22707 0.16940
H 3.24241 1.66480 -1.15732
H 4.32277 1.82498 -2.59226
H 4.01002 3.21161 -1.64993
H 7.05349 2.72063 1.38966
H 6.13187 2.16438 2.66537
C -5.42319 1.01234 -4.83735
C -3.95208 1.54104 -4.84218
C -3.31377 1.51147 -3.44289
O -2.03151 2.03713 -3.57683
C -1.13449 1.76893 -2.50220
N -3.17900 0.67280 -5.83455
H -5.45900 0.01697 -4.40797
H -5.78546 1.04688 -5.85286
H -6.02773 1.70768 -4.23216
H -3.97381 2.57224 -5.19948
H -3.29752 0.51832 -2.97269
H -3.92578 2.16324 -2.78463
H -1.65137 1.76771 -1.54251
H -0.34863 2.52434 -2.56236
H -0.57101 0.83162 -2.66270
H -3.03121 -0.23044 -5.36042
H -2.20856 1.05128 -5.81238

Electronic energy, eV: -39316.5636
Relative energy (zero: lowest compared OMol25 entry of this formula, charge and spin), eV: 1.037
SMILES string: COC[C@H](C)N.COC[C@H](C)N.COC[C@H](C)N.COC[C@H](C)N.COC[C@H](C)N
Highest occupied orbital energy, eV: -8.95